1.
C45H65BN5P2SeW | wB97M-V/def2-TZVPD

Each line ends with the Löwdin spin population.
CARTESIAN COORDINATES (ANGSTROEM)
W: -0.12 0.14 0.39  1.371
Se: -1.78 -0.54 -1.57  0.114
P: 1.87 -1.73 -0.26  0.021
P: -0.25 1.43 2.60  0.090
N: 0.69 1.84 -1.06  0.033
N: -5.72 5.56 -3.54  0.000
N: 0.11 3.44 -2.84  0.007
N: 1.28 -2.13 2.30  0.039
N: -0.29 -0.98 3.47  0.039
C: -3.49 4.32 0.58  0.000
C: -1.50 -1.71 -3.08  0.025
C: -1.40 2.92 2.47  -0.005
C: 1.70 -3.95 5.54  0.010
C: -3.23 -3.32 -2.05  0.004
C: -1.59 1.13 1.03  -0.022
C: 0.00 -2.22 5.66  0.006
C: -0.65 3.96 1.63  0.000
C: 4.60 -2.07 -0.97  0.000
C: -2.51 2.17 1.58  -0.009
C: 2.34 -4.57 -0.38  -0.001
C: 2.44 -2.18 1.44  0.006
C: 1.25 -2.63 3.61  0.005
C: 1.43 -3.45 -0.90  0.000
C: -0.93 0.26 3.86  -0.001
C: 2.09 0.75 3.95  0.002
C: 0.27 -1.93 4.33  0.004
C: 2.32 2.55 2.23  0.017
C: 1.97 -3.65 4.21  0.006
C: 3.44 -1.08 -1.03  0.002
C: 1.46 -3.48 -2.43  0.000
C: -0.70 -1.35 -4.17  0.005
C: 0.73 -3.24 6.26  0.010
C: -1.94 3.51 3.77  -0.002
C: 1.15 3.01 4.43  0.010
C: 0.40 2.57 -1.91  0.016
C: -3.54 2.30 -0.70  0.000
C: -4.24 2.95 -1.71  0.000
C: -4.17 4.98 -0.43  0.000
C: -0.01 -0.01 -4.27  0.002
C: -2.22 -2.91 -3.11  0.005
C: -5.21 5.00 -2.67  0.000
C: -2.04 -3.78 -4.19  0.000
C: 3.80 0.20 -0.27  0.008
C: 1.41 1.98 3.34  0.047
C: -3.72 1.62 2.39  -0.004
C: -1.20 -3.47 -5.25  0.002
C: 3.18 -0.66 -2.49  0.000
C: -1.20 3.39 -3.52  0.002
C: -3.14 2.98 0.44  -0.002
C: -0.56 -2.24 -5.23  0.001
C: 1.07 4.48 -3.22  0.001
C: -4.53 4.30 -1.59  0.000
C: -1.03 -4.43 -6.41  0.000
C: 0.00 -3.75 -0.41  0.005
B: 0.27 -1.11 2.15  0.091
H: 0.45 2.66 5.18  0.000
H: -1.42 -5.42 -6.17  0.000
H: -0.67 0.72 -4.75  0.000
H: 3.19 -1.46 1.76  0.001
H: 0.23 4.32 2.17  0.000
H: -0.71 -3.01 -0.75  0.004
H: 0.03 -4.54 -6.67  0.000
H: -2.60 -4.71 -4.20  0.000
H: 2.32 0.01 -2.55  0.000
H: -0.64 0.56 4.87  0.000
H: 1.00 -2.61 -2.88  0.000
H: 2.49 -3.57 -2.80  0.000
H: 5.50 -1.56 -1.32  0.000
H: -1.27 4.83 1.44  0.000
H: -1.32 4.34 4.11  0.000
H: -0.30 -4.73 -0.81  0.000
H: -2.00 2.79 4.59  0.000
H: -1.54 -4.07 -7.30  0.000
H: 3.37 2.38 2.49  0.000
H: -0.32 3.56 0.67  0.000
H: 2.00 4.34 -2.67  0.000
H: 2.18 3.62 2.09  0.000
H: -4.49 2.38 2.44  0.000
H: 4.44 -2.94 -1.61  0.000
H: 4.05 -0.11 -2.85  0.000
H: -4.55 2.41 -2.60  0.000
H: 1.53 0.32 4.78  0.001
H: -2.74 -3.78 -1.18  0.000
H: -0.76 -1.68 6.21  0.000
H: -3.48 1.34 3.41  0.000
H: 2.98 0.92 -0.30  0.006
H: 3.40 -4.35 -0.45  0.000
H: 2.25 -4.74 6.03  0.000
H: 2.16 2.07 1.26  0.014
H: -4.14 0.75 1.88  0.000
H: 3.05 1.09 4.35  0.001
H: -3.32 1.24 -0.82  0.000
H: -2.95 3.90 3.62  0.000
H: -1.04 3.32 -4.60  0.000
H: -0.05 -3.80 0.68  0.000
H: 0.07 -1.96 -6.07  0.000
H: 4.07 0.02 0.78  0.000
H: 3.01 -1.50 -3.15  0.000
H: 2.11 -4.84 0.66  0.000
H: 0.89 -0.08 -4.89  0.000
H: 0.91 -4.36 -2.78  0.000
H: -3.26 4.86 1.49  0.000
H: 2.28 -0.03 3.22  0.000
H: 2.73 -4.20 3.66  0.000
H: -1.76 4.30 -3.30  0.000
H: 0.26 0.37 -3.29  0.001
H: -3.93 -4.04 -2.46  0.000
H: 2.92 -3.16 1.45  0.000
H: 4.80 -2.42 0.05  0.000
H: 1.27 4.42 -4.29  0.000
H: 0.54 -3.50 7.29  0.000
H: 4.66 0.66 -0.75  0.001
H: 0.66 5.47 -2.98  0.000
H: -4.43 6.03 -0.32  0.000
H: -1.75 2.52 -3.18  0.001
H: -2.00 0.20 3.81  0.000
H: 0.80 3.97 4.04  0.000
H: 2.14 -5.46 -0.99  0.000
H: 2.10 3.20 4.94  0.004
H: -3.79 -2.46 -1.68  0.002

The LUMO energy (spin up / spin down) comes out at -2.687 / -4.055 eV. The value obtained for the energy above the lowest of the compared OMol25 structures with the same formula, charge and spin is 1.320 eV. The net charge is +1. The expectation value of S² is 2.028. The calculation puts the HOMO-LUMO gap (spin up / spin down) at 6.633 / 5.816 eV. The calculation puts the HOMO energy (spin up / spin down) at -9.3 / -9.9 eV. Its multiplicity is 3. The value obtained for the calculated total energy is -141590.7512 eV.

2.
C45H65BiN4P2SeSi | wB97M-V/def2-TZVPD

Each line ends with the Mulliken charge.
CARTESIAN COORDINATES (ANGSTROEM)
Bi: 0.42 0.40 -0.01  3.054
Se: -3.18 1.66 -0.23  -0.539
P: 3.10 0.10 0.50  0.402
P: -1.32 -2.91 0.43  1.343
Si: 0.47 -1.15 -3.85  0.219
N: 0.87 -1.54 1.92  1.010
N: -5.87 2.63 -0.51  0.269
N: -0.74 2.41 2.12  -0.055
N: -5.05 1.91 -2.44  0.295
C: -2.23 -3.17 3.03  -0.980
C: 2.15 -1.79 2.40  -1.505
C: 0.45 0.54 -4.78  -1.232
C: 3.71 -2.94 3.93  -0.792
C: 0.43 3.90 3.67  -0.549
C: -4.76 2.09 -1.11  -0.288
C: 0.02 5.08 -0.98  -0.143
C: 4.36 -0.31 -0.86  0.494
C: -0.36 -1.41 4.10  -0.182
C: 4.55 -1.37 2.29  -0.724
C: -6.35 2.30 -2.65  -0.387
C: 1.96 5.53 2.84  -0.818
C: 0.11 3.51 2.35  0.237
C: 3.99 2.82 0.45  -1.721
C: -0.64 -4.71 0.32  0.370
C: -1.33 -2.54 2.18  0.758
C: 0.08 2.59 -2.15  0.693
C: 3.28 -1.17 1.78  0.791
C: -6.85 2.73 -1.47  -0.340
C: -4.14 1.33 -3.42  -0.869
C: -1.17 -2.05 -4.17  -0.766
C: 0.31 3.94 -0.18  0.346
C: 0.31 2.66 -0.77  -0.370
C: 1.97 -2.14 -4.50  -1.230
C: 1.34 4.91 3.91  -0.598
C: -0.31 4.95 -2.34  -1.128
C: 4.07 0.45 -2.16  -1.232
C: -0.27 -5.02 -1.16  -1.365
C: 0.61 -4.95 1.18  -1.398
C: 1.64 5.21 1.54  -0.809
C: -0.24 3.70 -2.90  -0.400
C: 4.77 -2.25 3.34  -0.953
C: -3.20 -3.12 0.07  0.426
C: 0.66 4.22 1.25  0.359
C: -0.23 -1.82 2.75  -1.406
C: -1.35 -1.94 4.92  -0.842
C: 3.90 1.58 1.38  0.690
C: 4.46 -1.80 -1.17  -1.446
C: -3.43 -3.11 -1.43  -1.587
C: 3.30 1.88 2.75  -1.329
C: 0.70 -1.02 -1.95  1.217
C: -2.28 -2.80 4.36  -0.777
C: -4.06 -2.02 0.70  -1.339
C: -5.97 2.99 0.89  -0.831
C: 2.43 -2.72 3.48  -0.343
H: -0.60 5.80 -2.92  0.397
H: 1.40 -4.24 0.93  0.104
H: 2.27 1.53 2.79  0.080
H: -1.13 -3.06 -3.75  0.232
H: 4.96 1.27 1.56  0.657
H: -4.02 0.25 -3.24  0.304
H: -6.83 2.21 -3.65  0.371
H: 3.54 -2.19 -1.63  0.079
H: -3.16 1.79 -3.36  0.289
H: -1.44 -1.71 5.98  0.404
H: -2.95 -3.88 2.65  0.589
H: 1.25 1.20 -4.44  0.393
H: 3.31 2.95 2.95  0.372
H: 2.84 -1.49 -4.65  0.331
H: 0.06 6.08 -0.53  0.425
H: 0.05 -1.82 -1.56  -0.719
H: 0.37 -4.84 2.26  0.204
H: 4.68 -2.42 -0.29  0.243
H: 5.28 -1.96 -1.87  0.495
H: -0.49 1.07 -4.69  0.144
H: -2.03 -1.53 -3.79  -0.060
H: 2.27 -2.92 -3.81  0.364
H: 3.05 3.00 -0.08  0.216
H: 3.83 1.40 3.58  0.280
H: -1.32 -2.17 -5.25  0.473
H: 0.59 -4.44 -1.44  0.209
H: -0.99 1.86 2.96  0.224
H: -1.45 -5.38 0.65  0.523
H: 2.14 5.74 0.72  0.494
H: -1.57 2.58 1.53  -0.067
H: -4.54 1.45 -4.43  0.304
H: -7.01 3.19 1.13  0.309
H: 1.70 -1.40 -1.72  -1.288
H: -7.86 3.10 -1.22  0.398
H: 4.76 2.70 -0.30  0.403
H: -3.25 -2.13 -1.85  0.086
H: 1.60 -3.24 3.97  0.326
H: 4.93 0.39 -2.81  0.595
H: -1.08 -4.81 -1.88  0.235
H: 5.79 -2.39 3.70  0.406
H: 0.40 -0.75 4.51  0.532
H: 3.82 1.50 -2.00  0.223
H: 1.62 5.16 4.93  0.388
H: 1.71 -2.61 -5.45  0.463
H: 3.89 -3.60 4.77  0.398
H: -3.61 -1.02 0.55  0.049
H: 4.19 3.73 1.01  0.536
H: 5.32 0.07 -0.43  0.868
H: -3.52 -4.11 0.46  0.442
H: 0.62 0.33 -5.84  0.552
H: -0.02 3.37 4.50  0.385
H: 3.21 0.02 -2.68  -0.221
H: 0.03 -6.07 -1.23  0.478
H: -4.47 -3.37 -1.69  0.530
H: 0.99 -5.95 1.02  0.597
H: -5.36 3.86 1.12  0.296
H: -5.02 -1.96 0.17  0.467
H: -3.06 -3.23 4.99  0.366
H: -4.27 -2.16 1.76  0.319
H: -2.80 -3.80 -2.00  0.369
H: 0.14 1.62 -2.65  -0.939
H: 5.42 -0.85 1.87  0.258
H: -5.64 2.14 1.50  0.317
H: -0.40 3.59 -3.97  0.481
H: 2.71 6.32 3.01  0.321

The LUMO energy comes out at 0.426 eV. The value obtained for the energy above the lowest of the compared OMol25 structures with the same formula, charge and spin is 0.000 eV. The calculation puts the HOMO-LUMO gap at 6.513 eV. The calculation puts the HOMO energy at -6.1 eV. The value obtained for the calculated total energy is -151321.0562 eV.

3.
C45H65BrI2N3P2Sc | wB97M-V/def2-TZVPD

Each line ends with the Mulliken charge.
CARTESIAN COORDINATES (ANGSTROEM)
I: 1.78 6.30 3.28  -0.422
I: 2.10 3.43 2.80  0.082
Br: 2.37 0.90 2.35  -0.422
Sc: 0.36 0.39 0.64  -0.538
P: -0.78 2.68 -0.57  1.549
P: 1.99 -1.80 0.34  2.289
N: -1.32 -0.86 -0.89  1.499
N: -0.80 -0.57 2.23  2.041
N: 1.90 1.19 -0.57  1.717
C: -1.56 -2.22 3.60  -2.142
C: 3.24 -0.88 -0.64  0.596
C: -1.98 -1.30 -2.08  0.254
C: -2.91 2.68 -2.38  -1.355
C: -1.33 5.06 1.06  -1.534
C: 2.79 -2.90 1.67  1.173
C: -1.31 -1.63 1.47  0.077
C: 3.75 0.93 -2.14  -0.320
C: -4.36 -1.30 -0.90  0.477
C: -1.98 -2.24 -4.31  -0.957
C: 1.07 4.80 -0.84  -0.481
C: -0.02 1.14 4.74  -1.652
C: -1.64 3.47 -2.06  0.027
C: 4.40 -1.51 -1.10  -0.549
C: 3.43 4.56 -0.63  -1.110
C: 5.24 -0.93 -2.02  -1.070
C: -0.79 3.65 -3.32  -1.367
C: -1.55 -1.71 0.08  -0.458
C: -0.15 -0.72 -3.90  0.538
C: -1.37 -1.44 -3.35  0.027
C: 4.30 -3.15 1.63  -1.787
C: 3.28 3.20 -0.53  0.229
C: -1.77 2.80 2.01  -1.585
C: 2.49 -3.83 -1.72  -1.935
C: 0.88 3.42 -0.67  -0.473
C: 1.43 -3.10 -0.90  2.356
C: -4.87 -2.45 -0.03  -1.523
C: -0.02 -1.06 5.83  -1.781
C: 2.40 -2.42 3.07  -1.712
C: -3.19 -2.87 -4.09  -1.630
C: 0.51 -4.14 -0.25  -2.006
C: 2.32 5.37 -0.84  -1.115
C: 2.02 2.58 -0.61  -0.656
C: 0.39 0.34 -2.98  -0.030
C: -0.98 -0.95 3.53  -0.512
C: -1.76 -2.66 2.31  -1.802
C: -3.88 -2.54 -2.94  -0.772
C: 4.86 0.28 -2.59  -1.175
C: -0.78 -0.17 4.82  2.349
C: 1.01 -1.64 -4.31  -1.696
C: 2.95 0.44 -1.09  -0.966
C: -2.18 0.14 5.37  -1.835
C: -3.32 -1.74 -1.95  0.212
C: -4.02 -0.10 -0.01  -1.555
C: -1.77 3.64 0.74  0.870
H: 4.65 -2.49 -0.73  0.416
H: -2.78 -0.77 5.47  0.379
H: 0.20 5.43 -0.99  0.401
H: -0.55 -1.98 6.06  0.403
H: 3.14 -4.43 -1.08  0.311
H: -2.35 3.27 2.80  0.538
H: -0.21 -4.50 -0.99  0.377
H: -4.89 -2.90 -2.81  0.506
H: -3.44 0.64 -0.56  -0.184
H: 5.45 0.71 -3.40  0.436
H: 1.65 -1.12 -5.02  0.458
H: -0.35 1.74 3.90  0.166
H: -1.57 5.75 0.26  0.355
H: -2.66 1.65 -2.67  0.070
H: -5.20 -0.98 -1.53  0.911
H: 2.46 -3.25 3.77  0.628
H: 1.99 -4.50 -2.42  0.395
H: 4.58 -3.69 2.54  0.471
H: 0.78 -0.16 -2.10  -0.939
H: -4.95 0.36 0.33  0.730
H: 3.11 -3.15 -2.30  0.557
H: 6.15 -1.43 -2.32  0.431
H: -0.05 -3.72 0.59  0.550
H: 4.59 -3.77 0.79  0.383
H: 1.37 -2.04 3.09  0.139
H: 3.07 -1.64 3.43  0.399
H: -0.74 2.72 2.37  -0.228
H: -0.79 2.76 -3.94  0.308
H: -3.46 -0.40 0.87  0.203
H: 0.13 -0.50 6.75  0.488
H: 0.24 3.91 -3.07  0.208
H: -1.84 5.40 1.95  0.507
H: 4.86 -2.22 1.61  0.358
H: -1.49 -2.36 -5.26  0.549
H: -2.20 -3.58 2.00  0.734
H: -0.52 -0.23 -4.81  1.040
H: 1.19 0.90 -3.45  1.319
H: -2.71 0.81 4.69  0.276
H: -2.79 3.66 0.34  0.603
H: -0.26 5.11 1.27  0.070
H: 0.97 -1.32 5.43  0.236
H: 1.07 -4.99 0.11  0.484
H: 0.66 -2.56 -4.77  0.436
H: -3.58 2.64 -1.52  0.313
H: -0.20 1.72 5.65  0.439
H: -1.93 4.46 -1.70  0.955
H: 4.42 4.99 -0.58  0.415
H: -2.17 1.79 1.83  0.099
H: 4.15 2.58 -0.38  0.683
H: -2.11 0.61 6.34  0.497
H: -1.84 -2.76 4.49  0.633
H: -0.40 1.03 -2.67  -1.327
H: -3.62 -3.52 -4.83  0.384
H: -5.79 -2.14 0.47  0.452
H: -2.05 -2.64 -0.18  0.565
H: 1.06 0.97 4.69  0.289
H: -5.10 -3.34 -0.62  0.401
H: -4.15 -2.73 0.74  0.249
H: 2.28 -3.85 1.51  0.200
H: 1.63 -1.90 -3.45  0.287
H: 2.43 6.43 -0.96  0.419
H: 0.82 -2.51 -1.60  -1.865
H: -1.20 4.47 -3.91  0.467
H: 3.46 1.86 -2.61  0.608
H: -3.45 3.14 -3.21  0.518

The LUMO energy comes out at -0.446 eV. The calculation puts the HOMO-LUMO gap at 6.714 eV. The calculation puts the HOMO energy at -7.2 eV. The value obtained for the calculated total energy is -177716.5441 eV.

4.
C45H66BF5O23S | wB97M-V/def2-TZVPD

Each line ends with the Mulliken charge.
CARTESIAN COORDINATES (ANGSTROEM)
S: -2.84 -2.94 6.68  -0.319
F: -6.96 -2.67 1.62  -0.242
F: -4.95 -0.53 1.91  -0.142
F: -6.89 -1.26 3.33  -0.233
F: -6.27 -3.36 3.56  -0.259
F: -4.38 -2.54 1.24  -0.347
O: 1.56 1.00 -8.09  -0.552
O: 3.59 1.97 -7.97  -0.390
O: 1.42 -0.52 4.95  -0.578
O: -3.73 -2.34 -9.68  -0.354
O: -3.70 -1.15 -3.86  -0.542
O: -0.66 -1.55 6.77  -0.479
O: 0.38 1.20 -3.81  -0.655
O: 7.45 4.18 2.97  -0.609
O: 0.58 0.10 2.79  -0.499
O: 1.34 -1.64 -0.42  -0.677
O: 0.89 -0.84 -4.61  -0.415
O: 0.18 -3.35 7.93  -0.485
O: 6.71 1.35 -0.84  -0.603
O: 2.78 -0.16 0.49  -0.296
O: 6.37 1.24 1.38  -0.431
O: -5.77 2.61 1.94  -0.225
O: -1.95 -2.00 -8.35  -0.603
O: -0.46 -5.70 3.89  -0.483
O: 7.58 5.65 4.68  -0.359
O: 0.13 -3.31 5.67  -0.238
O: -3.53 0.31 -2.15  -0.360
O: 0.49 -7.70 4.30  -0.387
O: -3.95 2.88 3.24  -0.568
C: -2.83 -1.56 -9.03  0.467
C: 0.51 -6.35 4.14  0.450
C: 6.72 6.05 5.76  -0.422
C: -4.59 -1.52 -10.49  -0.454
C: -0.09 -2.24 3.58  -0.935
C: -4.83 3.35 2.58  0.541
C: -4.34 0.67 -1.02  -0.006
C: -5.77 0.34 -1.43  -0.433
C: 2.14 0.23 -1.74  0.206
C: 8.59 1.00 0.64  -0.430
C: -3.81 -2.03 3.45  0.003
C: 2.11 2.40 -6.18  0.208
C: -3.09 -0.11 -9.33  -0.182
C: -1.21 -1.48 -5.45  0.087
C: 7.21 1.14 2.55  0.117
C: 7.14 1.20 0.26  0.492
C: -4.51 -0.14 -9.88  -0.546
C: 5.31 5.76 5.28  -0.552
C: -6.48 4.84 1.79  -0.525
C: -4.84 -1.83 2.33  0.896
C: 0.07 0.22 -4.45  0.762
C: 2.34 1.71 -7.51  0.490
C: -0.91 -2.78 4.80  -0.044
C: 3.39 1.07 0.08  0.396
C: 6.93 4.75 3.90  0.518
C: -3.86 -0.96 4.60  -0.530
C: 3.22 3.43 -6.16  -0.639
C: 2.75 -7.09 4.22  -0.636
C: -5.56 -0.86 -2.34  -0.542
C: -6.62 3.46 1.16  -0.423
C: -5.05 4.82 2.30  -0.508
C: -0.08 -2.83 6.94  0.431
C: 5.52 4.54 4.39  -0.357
C: 2.03 -0.65 -0.52  0.388
C: 3.40 1.04 -1.43  -0.682
C: 0.27 -1.78 -5.52  -0.515
C: 8.49 0.49 2.07  -0.636
C: -1.64 -1.79 5.77  1.483
C: -1.22 0.02 -5.20  -0.176
C: 1.91 -5.82 4.35  -0.192
C: -2.47 -0.59 5.22  -1.051
C: 4.30 2.76 -7.00  -0.434
C: -4.18 -0.61 -2.91  0.460
C: 1.79 -8.16 4.69  -0.444
C: -6.29 -2.31 2.73  0.519
B: 0.69 -0.85 3.82  0.509
H: -4.94 5.41 3.20  0.315
H: -3.01 0.50 -8.43  0.115
H: 6.98 5.48 6.65  0.267
H: 3.41 2.03 -1.89  0.385
H: -4.34 5.14 1.54  0.277
H: -7.17 4.93 2.63  0.281
H: 4.93 3.48 -7.51  0.346
H: -0.69 -2.18 2.64  0.226
H: 3.68 -7.06 4.79  0.360
H: -1.66 -2.00 -4.61  0.120
H: 6.70 0.55 3.31  0.383
H: 0.70 -3.00 3.37  -0.103
H: -4.02 0.10 -0.16  -0.030
H: -6.27 3.44 0.12  0.223
H: 4.94 6.59 4.68  0.273
H: -5.60 -1.93 -10.47  0.329
H: 1.12 0.38 5.19  0.279
H: 9.35 0.73 2.68  0.351
H: -5.22 -0.06 -9.05  0.264
H: 4.27 0.49 -1.79  0.253
H: 0.69 -1.63 -6.52  0.246
H: 7.38 2.15 2.94  -0.238
H: -4.62 -1.23 5.36  0.334
H: 2.22 1.66 -5.38  -0.255
H: 1.25 0.86 -1.79  0.191
H: 0.50 -2.80 -5.20  0.368
H: -4.73 0.66 -10.59  0.333
H: 1.99 -9.12 4.23  0.329
H: 2.25 -0.36 -2.64  0.088
H: 3.01 -7.25 3.17  0.284
H: -4.22 1.73 -0.81  0.184
H: -3.87 -3.04 3.91  0.377
H: 6.87 7.11 5.97  0.312
H: -6.31 -0.90 -3.14  0.336
H: 5.48 3.61 4.96  0.268
H: 9.11 1.96 0.58  0.274
H: -2.79 -1.99 2.99  -0.582
H: 3.56 3.69 -5.16  0.318
H: 8.37 -0.60 2.06  0.306
H: -6.19 1.17 -2.01  0.345
H: -6.69 5.65 1.09  0.322
H: -1.75 -1.77 -6.35  0.128
H: 2.89 4.34 -6.65  0.289
H: 2.79 1.90 0.48  0.166
H: -0.31 0.06 2.41  0.271
H: -7.64 3.10 1.19  0.317
H: -2.67 0.07 6.09  0.377
H: 2.17 -5.09 3.59  0.221
H: 4.60 5.60 6.09  0.327
H: 9.06 0.27 -0.02  0.309
H: 1.81 -8.28 5.78  0.264
H: -3.11 -4.00 5.86  0.175
H: -6.42 0.15 -0.59  0.293
H: -1.18 0.59 -6.13  0.192
H: -2.37 0.23 -10.09  0.304
H: -5.55 -1.80 -1.78  0.243
H: -1.49 -3.65 4.45  0.702
H: -2.07 0.32 -4.60  0.001
H: -4.24 -0.02 4.13  0.328
H: 1.13 2.86 -6.15  0.340
H: -1.94 0.03 4.47  0.134
H: 1.98 -5.39 5.34  0.239
H: 4.81 4.51 3.56  0.313
H: -4.22 -1.55 -11.52  0.266
H: 4.40 1.14 0.50  -0.297
H: 4.93 2.09 -6.40  0.244

The LUMO energy comes out at 0.377 eV. The calculation puts the HOMO-LUMO gap at 9.502 eV. The calculation puts the HOMO energy at -9.1 eV. The value obtained for the calculated total energy is -119931.9107 eV. The SMILES is O=C1O[C@H](CB(O)O)[C@](S)(CCCC(F)(F)C(F)(F)F)O1.O=C1CCCO1.O=C1CCCO1.O=C1CCCO1.O=C1CCCO1.O=C1CCCO1.O=C1CCCO1.O=C1CCCO1.O=C1CCCO1.O=C1CCCO1.